No. 1
13
Properties=species:S:1:pos:R:3:forces:R:3 method="wB97M-V/def2-TZVPD" e_homo_ev=-9.86 multiplicity=1 orbital_gap_ev=10.50 smiles="ClC1(Cl)C=CCC=N1" relative_energy_ev=1.787 energy_ha=-1168.60303 lumo_ev=0.638
Cl -2.61076 1.51394 -0.13674 0.463 -0.438 -0.358
C -1.41424 0.13263 -0.01877 -0.046 0.094 -1.393
Cl -2.35501 -1.40565 -0.21848 0.023 0.158 0.402
C -0.44492 0.11568 -1.17779 -2.285 0.480 -2.245
C 0.85164 -0.06936 -1.05335 0.238 -0.797 0.642
C 1.42994 -0.23242 0.31517 -3.464 1.276 1.437
C 0.38191 0.17476 1.42145 0.846 0.030 0.520
N -0.87281 0.23956 1.24939 0.853 -0.114 1.962
H -1.03959 0.19292 -2.16083 1.476 0.022 1.406
H 1.59530 -0.13439 -1.84489 -0.596 0.082 -0.263
H 1.46077 -1.21246 0.76610 1.485 -0.932 -0.790
H 2.22809 0.44754 0.33731 1.824 0.129 0.825
H 0.78967 0.23724 2.52144 -0.816 0.009 -2.144

No. 2
13
Properties=species:S:1:pos:R:3:forces:R:3 method="wB97M-V/def2-TZVPD" e_homo_ev="-7.32 / -9.16" multiplicity=3 orbital_gap_ev="7.11 / 6.96" relative_energy_ev=3.383 energy_ha=-1455.03662 lumo_ev="-0.218 / -2.199"
C 1.09371 1.24683 0.56288 2.003 1.618 0.544
C 0.22864 1.50692 -0.51446 -3.236 -1.721 -1.460
C 0.86201 0.52562 1.61130 -0.045 0.368 -1.005
C -0.95880 0.84239 -0.73303 1.254 0.708 0.506
C -0.64328 -1.78581 -0.11203 2.160 -0.410 -1.248
P -1.57204 -0.33120 0.58580 -0.592 0.044 -0.727
Cl -1.54429 -2.24123 -1.59708 0.003 0.652 -0.897
Cl -0.54116 -3.38576 0.65494 0.084 0.229 1.400
H 2.03965 1.87464 0.43713 -0.702 -1.039 0.673
H 0.66429 2.16065 -1.21955 -0.169 0.758 -1.016
H 1.43660 0.11277 2.33776 1.351 -0.988 2.332
H -1.55103 1.03602 -1.64410 0.306 -0.161 0.617
H 0.48570 -1.56184 -0.36957 -2.416 -0.059 0.280